The following is a DFT calculation (the ωB97M-V functional and the def2-TZVPD basis) of a 3-piece molecular cluster, C5H11NO overall.

Geometry as XYZ:
```
18
Properties=species:S:1:pos:R:3:forces:R:3:lowdin_charge:R:1
C 2.2279 -0.2452 -1.4989 0.032 0.033 -0.019 -0.06
C 1.3761 -0.5390 -0.2876 0.073 -0.172 -0.095 -0.30
C 0.9661 0.4464 0.7476 0.066 0.176 -0.074 -0.11
N 0.0769 0.1060 -0.2204 -0.207 -0.083 0.143 -0.14
C -1.1649 -0.3394 -0.2324 0.087 0.115 -0.094 -0.11
C -2.2922 0.5467 0.2165 -0.111 -0.117 -0.251 -0.27
O -1.9586 1.3691 1.3054 0.041 -0.105 0.240 -0.07
H 1.9598 -0.8833 -2.3488 0.033 0.066 0.123 0.07
H 3.2825 -0.4221 -1.2635 -0.138 0.015 -0.036 0.08
H 2.1147 0.8015 -1.7966 0.019 -0.141 0.034 0.08
H 1.3717 -1.5852 0.0445 0.000 0.142 -0.028 0.13
H 1.3313 1.4355 0.9940 -0.059 -0.119 -0.013 0.11
H 0.1006 -0.4913 1.7712 -0.083 -0.043 -0.012 0.07
H -1.3866 -1.1477 -0.9264 0.027 0.091 0.096 0.12
H -0.6243 -0.9716 1.6563 0.059 0.027 0.013 0.10
H -2.5818 1.2276 -0.5946 0.030 -0.087 0.057 0.12
H -3.1634 -0.0923 0.4271 0.128 0.092 -0.021 0.12
H -1.6357 0.7842 2.0067 0.002 0.110 -0.065 0.06
```
Positions in Å, forces in eV/Å.

Calculated values
* multiplicity: 1
* HOMO-LUMO gap: 8.87 eV
* highest occupied orbital energy: -7.8 eV

The following is a DFT calculation (the ωB97M-V functional and the def2-TZVPD basis) of one molecule with the formula C2H4F3P in a non-equilibrium geometry.

Geometry as XYZ:
```
10
Properties=species:S:1:pos:R:3:forces:R:3:lowdin_charge:R:1
C 1.1390 0.2547 0.4910 -0.667 2.398 1.894 -0.18
C -0.2098 0.0381 -0.1360 -0.045 -4.259 -0.688 -0.26
F 2.4633 1.8433 2.1937 2.700 -0.865 0.819 -0.12
F 1.3520 3.0132 0.4339 -0.346 -0.136 -0.345 -0.15
F 0.7451 3.1404 2.6496 -0.975 -1.274 -0.848 -0.24
P 1.1109 1.9480 1.5500 -0.370 0.332 -1.083 0.69
H 1.3877 -0.4854 1.2789 -0.068 -0.042 -0.483 0.02
H -0.2009 -0.7013 -1.1187 0.432 1.860 2.421 0.14
H -0.8349 -0.5419 0.6179 0.155 0.942 -1.231 0.08
H -0.6325 0.9490 -0.4413 -0.817 1.045 -0.457 0.02
```
Positions in Å, forces in eV/Å.

Calculated values
* multiplicity: 1
* HOMO-LUMO gap (alpha / beta): 8.04 / 8.04 eV
* SMILES string: CC=P(F)(F)F
* highest occupied orbital energy (alpha / beta): -9.0 / -9.0 eV

The following is a DFT calculation (the ωB97M-V functional and the def2-TZVPD basis) of C22H27CaClN3O4PS2 as an isolated structure in a non-equilibrium geometry.

Geometry as XYZ:
```
61
Properties=species:S:1:pos:R:3:forces:R:3:lowdin_charge:R:1
Ca 0.1845 -0.8916 -0.0650 -0.006 0.574 -0.328 1.20
O -1.7740 -2.1473 -0.0954 0.194 -0.529 -0.692 -0.12
C -1.2492 -2.8010 -1.0360 0.533 -0.001 0.319 -0.56
C -1.9985 -3.5527 -2.1112 -0.116 -0.024 0.098 -0.09
C -0.9088 -3.8775 -3.1248 -0.075 -0.044 -0.001 -0.09
C 0.3815 -3.4627 -2.4311 -0.172 0.331 0.670 -0.49
O 1.4856 -3.6083 -2.8941 0.227 -0.026 -0.013 0.06
N 0.1022 -2.8563 -1.1956 -0.813 -0.871 -0.784 -0.01
H -2.8258 -2.9509 -2.4829 0.015 0.019 -0.039 0.12
H -2.4260 -4.4458 -1.6515 -0.038 0.001 -0.020 0.12
H -0.9941 -3.2987 -4.0449 -0.024 0.004 0.007 0.12
H -0.8432 -4.9274 -3.4033 -0.033 -0.014 -0.010 0.12
N -0.5154 0.0294 -2.2855 -0.053 0.121 -0.089 0.15
C -0.8624 1.0694 -2.6254 -0.324 0.729 -0.200 -0.12
C -1.3046 2.3985 -3.0303 0.349 -0.764 0.179 -0.21
C -0.9060 2.8895 -4.2681 -0.008 0.098 -0.148 -0.03
C -1.3014 4.1621 -4.6464 -0.011 -0.034 0.042 -0.07
C -2.0808 4.9281 -3.7882 0.000 -0.002 0.015 -0.07
C -2.4702 4.4294 -2.5509 0.039 -0.061 -0.032 -0.06
C -2.0822 3.1562 -2.1622 -0.067 0.100 0.090 -0.03
H -0.2961 2.2789 -4.9208 -0.008 0.016 0.013 0.12
H -0.9998 4.5566 -5.6076 -0.003 -0.005 0.020 0.11
H -2.3824 5.9249 -4.0846 -0.002 -0.028 0.009 0.11
H -3.0718 5.0345 -1.8855 0.017 -0.020 -0.009 0.11
H -2.3591 2.7574 -1.1947 0.018 0.000 -0.022 0.11
C -1.5426 3.2757 3.4993 -0.036 0.159 0.119 -0.06
C -1.4039 1.7784 3.6519 0.231 -0.181 -0.052 -0.48
C -1.9351 1.2962 4.9809 -0.128 -0.030 0.177 -0.04
O 0.0059 1.4129 3.6291 -0.197 0.347 0.151 -0.33
P 0.7968 0.9461 2.3282 -0.559 -0.326 0.064 -0.22
S 2.6721 0.8914 2.6848 0.552 0.044 0.123 0.28
S 0.0815 1.8012 0.6673 -0.003 0.129 0.063 0.25
O 0.1914 -0.6128 2.1376 0.090 0.136 1.048 -0.56
C 0.3696 -1.6231 3.2075 0.020 0.489 -0.623 -0.44
C 1.3761 -2.6269 2.6990 0.073 -0.203 0.048 -0.05
C -0.9933 -2.2003 3.4858 -0.130 -0.166 0.099 -0.03
H -2.5945 3.5571 3.5963 0.042 -0.010 -0.004 0.09
H -1.1773 3.6302 2.5393 0.050 -0.084 -0.064 0.04
H -0.9784 3.7728 4.2919 -0.034 -0.004 -0.024 0.09
H -1.9055 1.2564 2.8344 -0.008 0.007 -0.076 0.12
H -1.4133 1.7943 5.8001 0.004 0.008 -0.033 0.09
H -1.7976 0.2221 5.0953 0.002 0.018 0.012 0.06
H -3.0015 1.5190 5.0656 0.053 -0.010 -0.018 0.09
H 0.7614 -1.1008 4.0766 0.060 0.070 0.092 0.13
H 1.0013 -3.1493 1.8116 -0.044 0.042 0.000 0.08
H 1.5658 -3.3855 3.4610 0.030 0.018 -0.018 0.09
H 2.3154 -2.1288 2.4586 0.002 0.005 0.022 0.06
H -1.4113 -2.6650 2.5910 0.051 -0.002 -0.026 0.08
H -1.6866 -1.4280 3.8174 0.038 -0.031 -0.009 0.07
H -0.9130 -2.9577 4.2697 -0.044 0.030 -0.028 0.09
Cl 5.3063 -3.3141 -1.8218 -0.105 0.232 0.025 0.69
C 4.4327 -1.8244 -1.6200 0.168 -0.433 0.003 -0.64
C 4.9005 -0.6509 -2.1616 0.194 0.177 -0.166 -0.08
C 4.1568 0.5024 -1.9678 0.079 0.008 -0.017 -0.04
C 2.9848 0.4246 -1.2465 -0.241 -0.210 0.353 -0.14
N 2.5239 -0.7256 -0.7230 0.587 0.035 -0.446 -0.03
C 3.2457 -1.8333 -0.9156 -0.335 0.127 0.150 -0.17
H 5.8269 -0.6449 -2.7215 -0.027 0.031 0.015 0.11
H 4.4871 1.4541 -2.3608 0.002 -0.029 -0.007 0.11
H 2.3862 1.3039 -1.0420 -0.014 0.017 -0.006 0.07
H 2.8635 -2.7625 -0.5138 -0.061 0.019 -0.022 0.11
```
Positions in Å, forces in eV/Å.

Calculated values
* multiplicity: 1
* HOMO-LUMO gap: 7.84 eV
* highest occupied orbital energy: -8.0 eV

The following is a DFT calculation (the ωB97M-V functional and the def2-TZVPD basis) of a 2-piece molecular cluster, C7H9N3O3S overall in a non-equilibrium geometry.

Geometry as XYZ:
```
23
Properties=species:S:1:pos:R:3:forces:R:3:lowdin_charge:R:1
C -1.9752 1.2793 0.0754 0.085 -0.078 0.072 -0.07
C -1.9153 0.4924 -1.0568 0.050 -0.147 -0.014 -0.03
C -1.1495 1.0168 1.1602 -0.088 0.115 0.106 -0.07
C -0.2154 -0.8606 -0.0364 -0.141 -0.065 -0.258 -0.03
C -1.0371 -0.5952 -1.1335 0.097 0.362 0.393 -0.32
C -0.2831 -0.0530 1.0773 0.311 0.021 0.378 -0.30
C 2.4066 0.3354 1.8614 -0.891 -0.343 0.191 -0.12
N -0.9455 -4.0455 1.6178 -1.327 0.579 -0.504 0.23
N -0.9323 -1.3327 -2.2873 0.039 -0.247 -0.341 0.10
N 0.0443 -4.3213 2.0285 -1.284 0.102 -0.601 -0.35
O 1.0629 -4.6669 2.4284 2.604 -0.783 1.095 0.11
O 1.0227 -1.8296 2.5099 0.111 0.195 -0.306 -0.34
O 0.4136 0.2967 3.6103 -0.065 0.256 -0.208 -0.31
S 0.8399 -0.4002 2.4268 0.498 0.023 0.028 0.66
H -2.6706 2.1037 0.1183 -0.063 0.066 -0.003 0.11
H -2.5581 0.7041 -1.8990 -0.069 0.051 -0.092 0.11
H -1.1927 1.5992 2.0619 0.004 0.178 0.179 0.11
H 0.4557 -1.7019 -0.0367 0.162 -0.215 -0.083 0.11
H 2.2780 1.4093 1.8443 -0.029 0.193 -0.036 0.07
H 3.1807 0.0510 2.5635 0.003 -0.112 0.191 0.07
H 2.6238 -0.0529 0.8750 0.046 -0.064 -0.167 0.06
H -1.7070 -1.2829 -2.9284 0.061 -0.111 0.042 0.09
H -0.5022 -2.2398 -2.2073 -0.115 0.025 -0.062 0.10
```
Positions in Å, forces in eV/Å.

Calculated values
* multiplicity: 1
* HOMO-LUMO gap: 9.25 eV
* SMILES string: CS(=O)(=O)c1cccc(N)c1.N#[N+][O-]
* highest occupied orbital energy: -8.6 eV